# 1
130
Properties=species:S:1:pos:R:3 method="wB97M-V/def2-TZVPD" charge=+1 total_energy_ha=-3873.94606
C 2.108 0.150 5.353
C 2.011 0.057 3.811
C 1.709 -1.390 3.356
C 2.930 -2.280 3.695
C 1.263 -1.492 1.887
C 2.244 -0.693 0.979
O 3.529 -1.233 1.093
C 4.551 -0.375 0.663
C 5.257 0.288 1.656
C 6.303 1.139 1.341
C 7.090 1.817 2.433
C 6.623 1.320 0.003
C 5.917 0.640 -0.975
C 4.867 -0.230 -0.686
C 4.192 -0.927 -1.858
C 3.863 -2.423 -1.632
C 2.969 -0.105 -2.381
C 1.150 -2.917 1.316
B 1.130 -4.208 2.243
O 0.805 -4.264 3.579
O 1.385 -5.401 1.568
C -0.115 -3.137 0.414
C -0.309 -1.955 -0.512
C -0.624 -0.672 0.264
C -0.221 0.618 -0.510
C -1.299 1.692 -0.648
C -2.555 1.252 -1.428
O -2.736 2.039 -2.596
C -1.865 1.761 -3.623
C -1.885 0.357 -4.180
O -1.167 2.626 -4.061
N -0.072 -0.680 1.687
S -1.287 -0.963 2.974
O -0.985 -0.045 4.015
O -1.379 -2.343 3.303
C -2.977 -0.404 2.375
F -2.832 0.704 1.635
F -3.602 -0.076 3.494
C -3.846 -1.453 1.583
F -4.546 -0.737 0.685
F -3.062 -2.318 0.904
C -4.877 -2.257 2.429
F -4.329 -2.729 3.562
F -5.904 -1.459 2.727
C -5.460 -3.486 1.635
F -5.769 -3.142 0.389
F -4.636 -4.529 1.617
F -6.574 -3.853 2.273
H 3.077 0.537 5.659
H 1.358 0.849 5.724
H 1.903 -0.805 5.832
H 1.236 0.766 3.502
H 2.946 0.399 3.368
H 0.929 -1.755 4.023
H 3.243 -2.936 2.886
H 3.801 -1.682 3.958
H 2.709 -2.915 4.550
H 1.930 -0.765 -0.067
H 2.237 0.381 1.216
H 4.980 0.103 2.687
H 7.789 1.088 2.858
H 7.694 2.634 2.046
H 6.452 2.148 3.250
H 7.439 1.965 -0.296
H 6.200 0.771 -2.014
H 4.926 -0.895 -2.661
H 2.841 -2.648 -1.945
H 4.034 -2.750 -0.611
H 4.502 -3.038 -2.267
H 2.048 -0.660 -2.207
H 2.933 0.869 -1.893
H 3.067 0.064 -3.453
H 1.993 -3.052 0.635
H -0.066 -4.674 3.679
H 2.326 -5.617 1.577
H 0.073 -4.054 -0.140
H -0.980 -3.304 1.058
H 0.565 -1.845 -1.155
H -1.153 -2.149 -1.178
H -1.709 -0.643 0.302
H 0.671 1.079 -0.079
H 0.049 0.283 -1.512
H -1.554 2.158 0.303
H -0.849 2.501 -1.231
H -2.508 0.182 -1.667
H -3.442 1.402 -0.817
H -1.294 -0.291 -3.528
H -1.427 0.395 -5.162
H -2.899 -0.037 -4.217
H 0.217 0.292 1.866
N -6.669 3.799 4.835
C -5.309 3.918 4.787
C -4.818 2.832 4.115
C -5.931 2.026 3.743
C -7.058 2.653 4.203
H -7.290 4.455 5.272
H -4.809 4.761 5.233
H -3.776 2.639 3.916
H -5.913 1.097 3.201
H -8.097 2.382 4.133
N 2.388 4.960 -4.852
C 1.118 4.538 -5.144
C 0.803 5.011 -6.389
C 1.929 5.741 -6.867
C 2.889 5.692 -5.894
H 2.878 4.766 -3.999
H 0.544 3.945 -4.455
H -0.133 4.846 -6.899
H 2.026 6.248 -7.813
H 3.879 6.112 -5.856
N -2.683 -6.132 4.598
C -2.500 -6.356 5.939
C -2.300 -7.699 6.111
C -2.362 -8.311 4.827
C -2.597 -7.318 3.919
H -2.869 -5.243 4.171
H -2.530 -5.548 6.649
H -2.129 -8.191 7.054
H -2.249 -9.358 4.602
H -2.712 -7.351 2.849
N -0.343 6.023 -9.704
C -1.610 5.602 -9.999
C -1.927 6.066 -11.248
C -0.805 6.796 -11.725
C 0.155 6.750 -10.750
H 0.146 5.830 -8.849
H -2.176 5.011 -9.300
H -2.859 5.902 -11.763
H -0.714 7.296 -12.674
H 1.146 7.171 -10.712



# 2
121
Properties=species:S:1:pos:R:3 method="wB97M-V/def2-TZVPD" de_lowest_kj_mol=89.6 charge=0 total_energy_ha=-3476.55227
Ba -0.852 -0.394 -0.587
C -1.306 1.560 -2.741
C -0.039 2.069 -2.321
C 0.948 1.334 -3.058
C 0.256 0.409 -3.865
C -1.129 0.527 -3.683
C -2.229 -0.130 -4.495
C -3.536 -0.196 -3.702
C -1.838 -1.550 -4.914
C -2.470 0.701 -5.767
C 2.482 1.385 -3.081
C 3.105 1.635 -1.703
C 3.064 0.059 -3.594
C 2.971 2.477 -4.053
C 0.019 3.338 -1.446
C 0.867 4.443 -2.095
C -1.383 3.939 -1.250
C 0.551 3.055 -0.032
H -2.265 2.003 -2.495
H 0.731 -0.299 -4.535
H -3.416 -0.739 -2.757
H -4.309 -0.720 -4.275
H -3.918 0.802 -3.467
H -1.661 -2.186 -4.044
H -0.928 -1.546 -5.525
H -2.639 -2.007 -5.509
H -2.748 1.727 -5.507
H -3.273 0.267 -6.377
H -1.559 0.746 -6.373
H 2.654 0.964 -0.962
H 2.968 2.658 -1.363
H 4.184 1.440 -1.736
H 2.635 -0.786 -3.059
H 4.152 0.051 -3.465
H 2.855 -0.084 -4.657
H 2.674 3.474 -3.726
H 2.540 2.310 -5.044
H 4.065 2.457 -4.144
H 0.620 4.539 -3.156
H 1.937 4.255 -2.020
H 0.674 5.405 -1.607
H -1.847 4.195 -2.205
H -1.302 4.847 -0.646
H -2.053 3.256 -0.719
H 1.554 2.636 -0.040
H -0.109 2.363 0.507
H 0.571 3.965 0.581
O 0.002 -0.766 1.736
S 0.487 -0.915 3.144
C 1.159 -2.584 3.245
C 1.990 -3.021 2.033
C 1.159 -3.752 0.975
C 1.963 -4.180 -0.251
S 2.353 -2.777 -1.374
O 1.624 -1.588 -0.835
C 4.069 -2.547 -0.933
C 4.988 -3.532 -1.277
C 6.327 -3.337 -0.976
C 6.735 -2.164 -0.349
C 5.806 -1.184 -0.028
C 4.462 -1.369 -0.328
C 2.033 -0.020 3.181
C 2.765 0.048 4.361
C 3.932 0.794 4.389
C 4.349 1.479 3.250
C 3.601 1.414 2.084
C 2.433 0.659 2.046
H 0.288 -3.228 3.402
H 1.736 -2.582 4.176
H 2.790 -3.679 2.385
H 2.481 -2.152 1.589
H 0.313 -3.137 0.665
H 0.723 -4.659 1.405
H 1.399 -4.886 -0.860
H 2.913 -4.642 0.028
H 4.664 -4.437 -1.782
H 7.053 -4.097 -1.240
H 7.784 -2.012 -0.119
H 6.123 -0.265 0.454
H 3.719 -0.614 -0.100
H 2.424 -0.466 5.256
H 4.511 0.855 5.302
H 5.253 2.074 3.281
H 3.908 1.956 1.194
H 1.838 0.611 1.144
B -4.388 -2.476 -0.364
N -4.037 -1.509 0.811
C -4.748 -1.418 1.950
C -4.394 -0.255 2.608
C -3.422 0.333 1.776
N -3.239 -0.423 0.700
N -3.177 -3.270 -1.011
C -3.339 -4.437 -1.656
C -2.140 -4.789 -2.259
C -1.279 -3.744 -1.916
N -1.911 -2.836 -1.169
H -4.933 -1.841 -1.239
H -5.114 -3.324 0.109
H -5.467 -2.186 2.195
H -4.784 0.103 3.549
H -2.864 1.253 1.903
H -4.300 -4.931 -1.643
H -1.936 -5.659 -2.862
H -0.244 -3.598 -2.193
C -2.887 1.216 7.576
C -3.028 1.844 6.230
C -4.182 2.333 5.715
C -4.137 2.885 4.405
N -3.039 2.956 3.699
C -1.859 2.481 4.208
S -0.424 2.531 3.374
N -1.911 1.921 5.471
C -5.399 3.383 3.775
H -3.837 1.241 8.106
H -2.141 1.743 8.174
H -2.570 0.176 7.476
H -5.103 2.300 6.282
H -1.028 1.574 5.815
H -6.013 3.922 4.500
H -5.980 2.529 3.415
H -5.168 4.020 2.925



# 3
120
Properties=species:S:1:pos:R:3 method="wB97M-V/def2-TZVPD" charge=0 total_energy_ha=-3563.69472
C 0.376 -0.573 2.325
C 0.372 0.715 1.404
Cl 1.089 0.471 -0.241
C -0.108 1.934 1.826
Cl -0.794 2.087 3.505
C -0.047 3.175 0.907
C -1.255 3.906 0.541
C -2.701 3.570 1.025
C -3.407 2.423 0.228
C -2.914 1.803 -1.020
C -3.697 0.717 -1.682
C -4.966 0.176 -1.116
C -5.462 0.796 0.132
C -4.709 1.910 0.777
C -5.381 2.511 2.082
C -1.075 5.134 -0.374
C 0.251 5.559 -0.849
C 1.532 4.854 -0.485
N 2.837 5.182 -0.845
S 3.718 3.942 -0.094
N 2.531 3.057 0.675
C 1.298 3.631 0.401
H 1.376 -0.656 2.847
H -0.449 -0.522 3.085
H 0.248 -1.470 1.659
H -3.321 4.508 0.857
H -2.708 3.383 2.132
H -1.962 2.149 -1.490
H -3.363 0.237 -2.664
H -5.507 -0.650 -1.651
H -6.425 0.412 0.576
H -6.477 2.730 1.892
H -4.920 3.488 2.395
H -5.228 1.757 2.900
H -1.975 5.732 -0.664
H 0.312 6.459 -1.510
C 2.736 -4.054 5.651
C 3.351 -4.810 4.480
C 3.197 -4.060 3.155
C 1.754 -3.865 2.844
N 0.637 -3.713 2.604
H 1.658 -3.926 5.526
H 2.891 -4.602 6.583
H 3.189 -3.067 5.757
H 2.885 -5.797 4.407
H 4.415 -4.972 4.677
H 3.662 -4.624 2.344
H 3.684 -3.083 3.211
C 5.971 -0.328 5.902
C 5.387 0.544 4.795
C 4.023 1.135 5.162
C 3.045 0.041 5.415
N 2.291 -0.809 5.611
H 5.340 -1.196 6.107
H 6.954 -0.704 5.610
H 6.086 0.239 6.830
H 5.299 -0.051 3.883
H 6.082 1.360 4.580
H 3.653 1.760 4.346
H 4.102 1.757 6.057
C -0.663 -2.219 10.329
C -0.167 -0.971 9.607
C 0.696 -1.293 8.384
C 1.902 -2.061 8.801
N 2.835 -2.655 9.123
H 0.166 -2.810 10.725
H -1.296 -1.942 11.175
H -1.249 -2.853 9.659
H 0.402 -0.356 10.310
H -1.029 -0.379 9.288
H 1.014 -0.371 7.894
H 0.131 -1.882 7.659
C -5.472 0.120 -5.503
C -4.730 -0.636 -6.600
C -3.818 -1.740 -6.054
C -2.783 -1.141 -5.159
N -1.989 -0.671 -4.468
H -4.781 0.640 -4.834
H -6.129 0.874 -5.942
H -6.085 -0.560 -4.904
H -4.140 0.076 -7.185
H -5.461 -1.083 -7.279
H -3.322 -2.259 -6.875
H -4.397 -2.474 -5.491
C -3.846 4.233 -8.452
C -4.267 3.280 -9.565
C -5.787 3.153 -9.699
C -6.367 2.624 -8.433
N -6.812 2.215 -7.452
H -4.180 3.880 -7.473
H -2.758 4.314 -8.412
H -4.256 5.233 -8.616
H -3.829 2.296 -9.375
H -3.855 3.637 -10.513
H -6.038 2.473 -10.515
H -6.235 4.125 -9.918
C 0.383 -4.452 -2.926
C 1.029 -5.153 -4.117
C 0.884 -4.365 -5.422
C -0.557 -4.187 -5.752
N -1.672 -4.049 -6.002
H -0.695 -4.339 -3.062
H 0.535 -5.033 -2.015
H 0.816 -3.460 -2.773
H 0.581 -6.144 -4.232
H 2.092 -5.303 -3.909
H 1.372 -4.898 -6.241
H 1.353 -3.382 -5.331
C 4.913 0.578 -2.177
C 6.426 0.736 -2.086
C 7.060 -0.188 -1.042
C 6.510 0.116 0.309
N 6.084 0.350 1.354
H 4.423 0.846 -1.238
H 4.509 1.233 -2.951
H 4.640 -0.451 -2.426
H 6.661 1.778 -1.849
H 6.866 0.522 -3.064
H 8.143 -0.048 -1.024
H 6.857 -1.234 -1.283